Entry 1:
Formula: C27H48Br2N2O11P
Source: OMol25
Level of theory: ωB97M-V/def2-TZVPD

The calculation puts the energy relative to the best compared isomer or geometry (same formula, charge and spin) at 1309.4 kJ/mol. The charge is +1.

Geometry (Å):
C: -1.427 4.000 4.443
O: 4.379 2.320 -5.770
H: -7.514 0.428 2.692
O: 0.227 5.906 7.257
H: 2.822 -2.557 -1.611
H: 5.542 0.880 -5.928
H: -8.794 -0.366 0.716
N: 2.617 -0.407 -2.539
O: -1.846 0.958 1.340
H: 1.475 3.683 7.419
H: 0.365 2.916 8.525
H: -7.741 -1.336 2.741
C: 3.812 -7.047 -4.242
C: 2.121 0.417 -3.732
O: 2.318 -7.132 -4.215
O: 5.749 -7.625 -2.581
H: 0.680 -0.921 -8.241
O: 0.952 -5.112 -4.689
H: -0.371 3.702 10.788
H: -1.056 3.264 5.164
H: -0.881 -0.701 -7.509
H: -2.942 3.971 1.878
H: -5.440 -1.421 0.021
H: 2.762 -5.677 -5.853
C: -7.260 -0.516 2.200
C: -7.709 -0.497 0.751
H: -7.492 -1.435 0.231
H: 1.478 4.168 9.136
H: 0.536 -2.501 -5.923
H: 6.294 -7.115 -3.276
C: 2.714 -0.358 0.120
Br: 5.255 -0.527 -1.480
C: 2.395 -1.934 -2.536
H: 0.672 -1.166 0.939
H: -1.687 2.902 8.734
C: -1.888 2.062 1.874
H: -3.823 2.590 2.585
C: -4.958 -0.472 -0.206
C: 0.846 3.865 8.297
H: 5.661 0.962 -4.253
H: 4.835 2.875 -3.440
H: 3.134 -1.460 0.270
C: 1.063 -1.931 -5.048
H: -2.502 3.830 4.341
C: 1.076 -0.327 0.192
C: 2.389 2.034 -3.777
H: 1.229 -6.762 -6.014
C: 1.863 -6.137 -5.218
C: -5.919 0.634 -0.529
H: -1.272 5.003 4.852
H: 0.726 -4.543 -2.643
C: 3.337 0.151 -1.331
H: -6.176 -0.635 2.285
H: -1.281 1.904 -6.486
C: -0.709 3.849 3.115
C: -3.128 2.902 1.800
O: -0.844 2.507 2.610
C: -1.904 3.841 9.255
C: 1.510 -4.400 -3.532
H: -4.330 -0.654 -1.084
C: 4.101 2.247 -4.243
N: 0.008 -0.246 -7.812
H: -3.596 2.746 0.822
H: 4.232 -7.205 -5.347
H: -2.990 3.971 9.219
P: 0.743 0.768 -6.541
H: 0.765 0.703 0.708
O: -1.335 4.964 8.557
H: 0.540 -0.388 -0.862
C: 4.554 -8.172 -3.307
H: 0.362 4.016 3.267
O: -7.139 0.627 0.053
H: 4.996 -9.006 -4.030
H: 2.325 2.563 -2.721
C: 1.330 -0.280 -5.031
H: -4.326 -0.169 0.632
H: -1.036 4.584 2.373
C: -1.455 3.821 10.704
C: -0.114 4.971 7.975
H: 1.767 2.622 -4.574
H: 2.577 -4.746 -3.196
H: 4.218 -5.997 -3.897
O: -5.578 1.569 -1.247
H: 3.384 1.318 -1.272
H: 3.871 -8.652 -2.481
O: -0.474 1.866 -5.861
Br: 3.571 0.754 1.598
C: 4.781 0.886 -5.061
H: -1.709 4.766 11.195
H: -1.936 3.002 11.245
C: 1.619 -2.753 -3.744

Atom charges from the Löwdin analysis, given in e for atoms 1 to 8: -0.0594, -0.1891, 0.0851, 0.0725, 0.1442, 0.1432, 0.1249, -0.0897

Entry 2:
Formula: C27H48Cl6F2O24
Source: OMol25
Level of theory: ωB97M-V/def2-TZVPD

The structure (SMILES) is O=C1OC[C@@H](F)O1.O=C1OC[C@@H](F)O1.COC(=O)OC.COC(=O)OC.COC(=O)OC.COC(=O)OC.COC(=O)OC.COC(=O)OC.ClCCl.ClCCl.ClCCl. The calculation puts the energy relative to the best compared isomer or geometry (same formula, charge and spin) at 107.8 kJ/mol.

Geometry (Å):
C: -3.604 -3.617 -2.002
C: -1.712 -0.955 3.001
H: 1.677 -8.792 3.199
C: -0.055 -5.483 -0.288
C: -2.909 0.177 4.514
O: 2.519 4.801 -2.156
H: -2.172 0.544 0.249
H: -5.515 -5.325 -1.419
C: -4.460 0.819 -0.953
C: -0.552 5.549 0.442
H: -1.226 -2.754 -1.631
H: 3.827 -3.540 -1.526
O: -0.092 -5.952 1.060
H: -1.613 -1.141 -1.262
H: -4.635 4.171 -0.697
H: 0.062 3.928 4.824
H: 0.690 -2.296 1.122
O: -3.092 4.907 0.490
C: 1.353 2.262 -0.415
H: 4.622 5.484 -4.460
O: -1.548 6.285 -0.256
O: 1.607 -2.718 -2.891
O: -2.778 -0.044 3.196
H: 4.424 3.061 3.037
H: 1.914 -2.794 -0.030
O: 1.924 -0.500 -2.963
H: 3.849 3.605 -3.067
H: -7.058 0.621 -1.101
C: 3.107 4.343 -3.375
H: 2.306 -2.692 1.712
H: 0.376 -0.456 -4.393
O: 1.964 -6.782 0.972
O: -3.831 0.728 5.014
O: -5.203 0.307 -1.921
O: -3.266 1.069 -1.445
C: -4.313 4.191 0.339
C: -0.853 -0.769 4.245
H: -0.503 4.586 -0.077
H: 1.270 -7.620 4.517
O: 2.391 6.778 -1.079
O: -3.540 6.289 -1.211
C: 0.573 -0.268 -3.334
O: -4.885 0.998 0.164
H: -1.294 1.437 -0.972
H: -2.130 -1.958 2.899
C: 0.936 -6.556 1.580
Cl: 1.695 4.615 3.188
H: -2.405 2.312 0.012
H: 1.228 2.714 4.366
H: 0.605 2.609 0.291
C: 1.362 0.009 0.163
C: 4.230 -3.049 -2.408
C: -2.778 5.815 -0.420
C: 4.912 3.419 2.139
O: -2.981 -4.611 -1.767
H: 4.323 3.291 1.237
C: 3.708 5.664 -3.898
H: -0.099 -0.875 -2.734
Cl: -0.489 2.779 2.747
H: 2.114 3.045 -0.410
H: 0.874 -4.940 -0.442
H: 0.376 0.803 -3.296
H: 5.378 -1.059 0.751
C: 1.641 -7.752 3.501
C: 5.746 -1.768 1.487
F: 2.791 6.246 -4.735
O: 0.206 -0.233 -0.044
C: 1.757 -2.234 0.895
H: 4.158 -3.689 -3.284
O: 3.600 -1.764 -2.506
C: -2.005 -2.150 -1.158
H: -6.639 -4.620 -2.533
C: -2.255 1.348 -0.476
H: 5.376 -1.480 2.465
H: -5.031 4.603 1.053
H: 2.366 3.935 -4.056
O: -3.222 -2.351 -1.835
H: -0.923 5.390 1.456
H: -0.349 -1.637 4.657
H: -1.193 -0.639 2.097
F: 0.041 0.231 4.024
H: 5.293 -2.898 -2.234
H: -0.969 -4.940 -0.506
C: -6.519 -0.139 -1.676
C: 2.878 6.071 -1.894
O: -1.845 -0.329 5.177
O: 2.066 1.077 -0.109
Cl: 5.059 -3.345 1.064
C: 0.566 3.481 3.974
C: -5.583 -4.840 -2.395
H: -5.210 -5.466 -3.205
H: -7.022 -0.227 -2.633
H: 0.984 2.349 -1.439
Cl: 6.349 2.442 1.831
C: 2.320 -1.744 -2.779
H: -1.949 -2.310 -0.079
O: 0.671 -6.932 2.814
H: 2.615 -7.266 3.489
H: -4.233 3.191 0.769
Cl: 5.343 5.131 2.274
Cl: 7.488 -1.761 1.445
O: 3.845 6.461 -2.768
H: 0.446 5.975 0.466
H: -6.542 -1.033 -1.055
O: 2.220 -0.924 0.647
O: -4.885 -3.611 -2.364
H: -0.057 -6.319 -0.990

Atom charges from the Löwdin analysis, given in e for atoms 1 to 8: -0.5985, -0.0701, 0.0984, -0.0117, -0.5722, 0.0387, 0.0793, 0.1003

Entry 3:
Formula: C27H48F12NaO27P2
Source: OMol25
Level of theory: ωB97M-V/def2-TZVPD

The charge is -1.

Geometry (Å):
H: -3.467 0.313 4.637
P: -4.193 2.693 0.383
H: 2.886 1.143 -1.976
O: -1.146 2.875 3.236
F: -0.014 -1.930 1.009
O: -0.696 -0.034 -5.195
H: -0.220 0.315 3.290
F: -0.222 -1.482 -1.268
H: 3.443 1.611 -3.555
H: 0.311 -0.447 -3.431
H: 2.328 -3.174 3.212
C: -1.099 2.643 4.435
O: -3.305 -4.616 -1.866
H: -4.680 -1.018 4.484
F: -2.855 2.258 -0.422
C: -2.010 -4.652 -2.219
F: -3.275 3.639 1.319
C: 5.804 3.335 -1.110
F: -5.061 1.653 -0.473
H: -1.264 0.251 -3.308
F: 1.837 -1.137 -0.322
H: -1.539 5.028 4.386
O: 3.922 2.316 1.671
H: -3.432 1.202 -7.791
O: 3.512 4.353 2.361
F: 0.675 0.665 -0.799
O: -2.813 -1.213 5.518
C: 4.797 4.583 2.719
H: -3.396 -1.820 2.441
C: 4.576 -3.093 -4.431
H: 2.040 -1.692 -3.521
H: -4.106 -3.646 -0.258
H: 1.756 1.332 -3.292
C: 4.686 -1.084 4.076
H: -2.605 5.247 5.791
Na: -0.730 2.682 0.746
H: -2.764 -0.090 -8.737
F: -5.420 3.411 1.124
H: 3.778 -1.185 -2.352
C: -6.082 -1.805 -2.713
C: -3.569 -4.561 -0.508
C: 2.642 1.771 -2.833
H: 1.993 -1.699 3.864
H: 0.795 0.045 4.734
C: -2.286 4.547 5.018
F: -4.417 3.782 -0.798
C: -4.173 -0.858 -1.491
O: -1.290 -4.728 -1.088
C: -1.799 -1.991 5.129
H: -2.055 1.472 -8.919
O: 4.731 3.081 -1.924
C: -0.696 -0.511 -3.843
O: 3.219 -3.104 -4.555
O: 4.135 -2.186 3.608
H: -7.952 -3.388 -3.696
O: 1.823 2.999 1.455
O: 4.047 -0.034 4.314
O: -0.439 1.635 4.919
H: -2.501 -0.325 2.721
H: 4.607 0.395 1.148
F: 0.669 0.294 1.273
C: 0.325 0.798 4.101
H: -2.002 -5.637 0.707
O: -5.518 -1.203 -1.635
C: -8.336 -2.404 -3.427
H: -3.102 4.309 4.336
H: 3.088 0.853 0.253
C: -2.494 0.805 -8.177
C: 3.524 3.859 -1.969
O: 2.503 3.127 -2.507
H: -9.371 -2.525 -3.107
O: -1.469 0.460 -7.144
C: 2.603 -2.620 -3.419
H: -2.023 -3.970 0.692
H: 2.050 -3.322 -2.793
H: -3.446 -1.561 -1.898
O: -5.590 -2.164 -3.794
H: 5.156 3.696 3.240
H: 7.770 -0.421 4.178
H: 3.906 -2.853 -1.657
H: 5.577 3.609 -0.080
O: -0.967 -2.507 5.888
O: -1.537 -4.661 -3.341
H: 6.595 0.697 3.639
O: -7.370 -1.938 -2.441
H: 1.172 1.352 3.696
H: -1.340 -1.387 -3.767
H: 6.552 3.962 -1.595
C: 6.778 -0.040 4.421
H: -4.014 0.066 -2.048
C: 2.995 3.187 1.787
H: -8.358 -1.756 -4.302
O: 4.897 -2.518 -3.350
C: 3.692 0.987 1.150
O: 5.402 -3.491 -5.270
O: -1.836 -2.056 3.785
O: 3.341 4.902 -1.302
O: -1.699 3.308 5.461
H: 6.634 0.437 5.391
F: -1.287 -0.111 0.121
H: 6.263 2.349 -1.037
H: 2.988 0.521 1.839
P: 0.253 -0.688 0.022
H: -4.159 -5.423 -0.197
C: 3.795 -2.255 -2.562
O: -2.791 -0.820 -5.784
H: -3.958 -0.682 -0.437
O: 6.042 -1.161 4.151
F: -4.105 1.526 1.562
C: 2.717 -2.155 3.189
H: 5.503 4.661 1.892
C: -3.625 -0.746 4.435
H: 2.546 -1.694 2.216
C: -1.729 -0.176 -5.980
C: -2.878 -1.230 3.197
C: -2.147 -4.811 0.010
H: 5.042 5.446 3.338

Atom charges from the Löwdin analysis, given in e for atoms 1 to 8: 0.1304, 0.1682, 0.0674, 0.1018, -0.1192, 0.0072, 0.0803, -0.1255

Entry 4:
Formula: C27H49BCl2N4O3S2
Source: OMol25
Level of theory: ωB97M-V/def2-TZVPD

Geometry (Å):
C: 3.264 3.081 -3.277
H: -2.085 0.186 0.588
H: 0.209 -3.947 4.319
N: 1.077 -3.897 4.847
H: -1.771 0.802 -1.964
C: 1.122 1.287 -3.165
H: 1.223 -2.621 2.363
S: 5.272 1.199 -3.517
H: -4.016 -4.824 1.537
Cl: 2.282 -1.459 -4.844
H: -1.202 -0.822 -1.633
C: 2.513 0.817 -3.294
H: -2.952 -1.864 2.218
H: 4.354 -3.553 4.055
C: 2.821 -0.662 4.426
H: -1.121 3.769 -6.493
H: -5.084 -1.868 2.520
H: -1.077 4.105 3.422
H: 3.751 -0.752 3.856
S: 3.252 5.451 -3.199
H: 4.533 -3.250 -2.036
N: 4.130 4.110 -3.303
H: -1.406 -2.616 1.833
H: -2.239 2.736 -2.227
H: 4.415 -2.904 -3.781
H: -6.728 -2.460 2.417
H: -5.464 -3.510 3.058
H: -2.264 3.967 -4.341
H: 2.570 0.395 4.517
H: 5.621 1.704 -4.727
O: -2.965 -3.251 0.686
H: 2.953 -2.313 2.438
H: 0.482 3.614 -5.777
C: 3.904 -2.802 -2.812
H: 0.995 -3.023 5.362
H: 0.585 2.659 2.992
H: -0.859 5.109 -4.268
B: -0.626 3.286 -3.057
C: 0.002 0.231 -3.083
H: 3.668 -4.843 5.044
H: -1.985 5.550 1.471
H: -1.430 1.040 2.766
O: -1.458 3.230 -1.939
H: -4.675 -1.628 0.041
H: 2.960 -1.056 5.436
H: -1.722 1.877 0.242
C: 3.618 -1.333 -2.530
Cl: 4.250 -0.585 -1.083
C: 0.818 2.620 -3.134
H: 0.155 0.493 2.128
N: 1.728 4.866 -3.152
C: -5.441 -3.289 0.896
H: 0.480 2.960 1.269
C: -1.273 0.928 0.588
C: 3.504 -3.826 4.686
H: -0.698 0.481 -3.903
H: -2.214 3.272 2.313
C: -5.684 -2.752 2.303
C: 2.059 -2.478 3.055
C: 3.568 1.693 -3.348
C: -2.476 -2.806 1.937
H: 0.384 -0.762 -3.338
C: -0.155 0.616 -0.469
H: -0.855 4.590 0.437
C: 2.873 -0.632 -3.391
H: 3.506 -3.179 5.563
C: -0.865 0.220 -1.772
H: 0.384 -0.267 -0.093
C: 2.194 -3.749 3.908
H: 2.176 -4.601 3.221
H: 0.449 1.526 -0.537
O: 1.741 -1.310 3.781
C: -4.122 -4.066 0.750
C: -1.208 3.705 2.404
C: -0.673 1.207 1.982
H: -6.252 -3.990 0.673
H: -0.246 5.580 1.782
H: -5.467 -2.548 -1.002
C: 1.922 3.543 -3.188
H: -4.153 -4.604 -0.201
C: -1.077 4.931 1.459
H: -0.728 2.278 -5.613
C: -0.113 2.629 2.140
C: -1.165 4.057 -4.357
H: -2.621 -3.553 2.724
N: -5.526 -2.177 -0.057
H: 2.948 -3.331 -2.929
C: -0.575 3.365 -5.624

Atom charges from the Löwdin analysis, given in e for atoms 1 to 8: -0.3646, 0.1002, 0.0631, 0.0420, 0.0886, -0.1070, 0.1107, 0.8008

Entry 5:
Formula: C27H49Cl4N5O4
Source: OMol25
Level of theory: ωB97M-V/def2-TZVPD

Geometry (Å):
H: 5.354 2.754 -3.706
H: -3.237 -1.234 -4.638
Cl: -0.802 -3.111 -1.684
C: 1.669 1.765 1.481
N: -3.087 0.441 2.061
H: -5.486 -0.963 2.993
H: 2.419 0.225 -0.681
H: 1.119 -1.392 -0.116
H: -5.147 -0.668 4.659
H: 3.936 3.672 -3.768
C: -2.084 -0.679 2.014
H: -0.016 2.228 -0.936
H: 0.136 0.267 -4.604
H: 4.374 -3.064 3.509
C: -3.066 -1.223 -3.572
C: 2.459 0.578 2.088
C: -3.795 -1.896 -2.655
C: 1.869 1.118 -0.977
C: 4.600 -0.162 2.730
H: -4.443 1.403 3.298
H: -4.690 -2.469 -2.851
H: 2.295 0.864 -3.073
O: -1.433 0.499 -0.583
H: -0.481 -2.043 -0.392
C: 4.278 2.657 -3.563
C: 0.360 3.039 -2.827
H: 4.391 -0.229 3.797
H: 2.317 -2.200 4.578
H: -1.700 -0.747 0.996
H: -0.201 -1.266 2.915
H: 0.789 1.004 -0.888
H: -0.121 0.037 -1.844
H: 4.103 -2.846 0.761
H: -5.407 1.745 -0.157
H: 0.603 1.566 1.373
H: -3.381 0.344 -0.071
C: 0.076 0.876 -2.496
H: -1.387 -0.564 4.056
C: -0.539 -0.027 0.034
N: 2.267 2.200 0.133
C: -3.959 0.332 0.853
Cl: 1.947 -2.984 -2.408
C: -4.829 1.582 0.753
O: 3.889 0.832 2.066
C: 0.161 -1.185 -0.593
H: 1.898 3.116 -0.077
H: 0.730 2.764 -5.053
N: 2.452 -2.207 3.577
H: 2.089 0.366 3.092
C: 0.293 -2.851 -3.006
H: -1.051 -0.112 -3.292
H: 5.664 -0.179 2.491
O: 3.782 2.146 -2.326
H: 2.363 -0.333 1.498
H: 1.692 -1.718 0.377
O: -0.163 0.485 1.141
H: -3.107 0.704 4.114
H: -2.548 -1.657 2.142
H: -4.536 -0.592 0.846
C: 0.237 1.023 -3.840
C: 3.549 -2.734 2.895
H: 1.804 2.599 2.170
C: -4.674 -0.717 3.678
C: 2.367 1.644 -2.315
C: 1.526 -1.878 2.611
C: -3.192 -1.658 -1.423
H: 0.389 4.079 -2.538
Cl: 0.185 -1.243 -3.748
H: -3.592 -1.941 -0.460
H: -4.224 2.481 0.866
C: -3.835 0.499 3.329
H: 4.357 -1.110 2.249
C: 2.136 -1.999 1.320
Cl: 0.036 -4.158 -4.227
C: -0.991 -0.526 3.041
N: 0.217 2.063 -1.905
N: -2.064 -0.955 -1.608
H: 3.889 2.044 -4.377
H: -0.552 0.470 2.980
H: -5.594 1.680 1.523
H: -1.451 -0.521 -0.933
C: -1.908 -0.663 -2.934
H: 0.272 -0.989 -1.660
C: 0.493 2.375 -4.074
H: -3.981 -1.542 3.846
H: 1.736 2.484 -2.607
H: 0.544 -1.530 2.896
C: 3.378 -2.566 1.511
H: 3.274 2.280 0.140

Atom charges from the Löwdin analysis, given in e for atoms 1 to 8: 0.0830, 0.0892, 0.8328, -0.0663, -0.1129, 0.0721, 0.1507, -0.0034

Frontier orbital gap for every record listed, in sequence, given in eV: 6.46, 10.43, 9.90, 8.03, 6.76.